1.
Below is a cluster of 2 separate species, CH4N2O2S in total, with properties calculated with ωB97M-V/def2-TZVPD.

DFT total energy, Ha: -698.4588
Highest occupied orbital energy (spin up / spin down), eV: -8.22 / -8.22
HOMO-LUMO gap (spin up / spin down), eV: 7.391 / 7.393
ΔE to the lowest compared entry with this formula, charge and spin, kcal/mol: 135.9

CARTESIAN COORDINATES (ANGSTROEM)
C (-0.447, 0.098, 0.068)
N (1.778, -0.332, -0.238)
N (-0.496, -0.809, 1.056)
O (2.854, 0.140, -0.348)
O (0.716, 0.686, -0.285)
S (-1.589, 1.546, -0.053)
H (-0.974, -0.703, -1.515)
H (-1.144, -1.518, 0.848)
H (0.270, -1.100, 1.596)
H (-0.968, 1.991, -1.129)

Atomic partial charges in e from the natural (NBO) method, atoms 1 to 6: 0.33, 0.38, -0.87, -0.21, -0.45, -0.01


2.
Below is the molecule CH4N2O2S, with properties calculated with ωB97M-V/def2-TZVPD.

DFT total energy, Ha: -698.5451
SMILES: CN1NS1(=O)=O
Highest occupied orbital energy, eV: -10.63
HOMO-LUMO gap, eV: 11.175
ΔE to the lowest compared entry with this formula, charge and spin, kcal/mol: 81.7

CARTESIAN COORDINATES (ANGSTROEM)
C (-0.677, -0.125, -1.165)
N (-0.626, 0.293, 0.180)
N (-0.020, -0.759, 1.126)
S (0.937, 0.510, 0.742)
O (1.268, 1.542, 1.651)
O (1.941, 0.156, -0.248)
H (-1.164, 0.700, -1.603)
H (0.340, -0.266, -1.465)
H (-1.241, -1.061, -1.076)
H (-0.758, -0.990, 1.857)

Atomic partial charges in e from the natural (NBO) method, atoms 1 to 6: -0.45, -0.46, -0.77, 2.34, -0.86, -0.89


3.
Below is the molecule CH4N2O2S, with properties calculated with ωB97M-V/def2-TZVPD.

DFT total energy, Ha: -698.5577
SMILES: CN1NS1(=O)=O
Highest occupied orbital energy, eV: -11.18
HOMO-LUMO gap, eV: 11.871
ΔE to the lowest compared entry with this formula, charge and spin, kcal/mol: 73.8

CARTESIAN COORDINATES (ANGSTROEM)
C (-1.306, 0.376, 0.393)
N (-0.171, -0.540, 0.495)
N (0.419, -0.803, -0.981)
S (1.278, 0.123, 0.040)
O (2.384, -0.599, 0.625)
O (1.382, 1.476, -0.382)
H (-1.400, 0.702, 1.325)
H (-1.212, 1.175, -0.425)
H (-2.113, -0.137, -0.024)
H (0.740, -1.773, -1.067)

Atomic partial charges in e from the natural (NBO) method, atoms 1 to 6: -0.44, -0.45, -0.73, 2.34, -0.89, -0.87